1.
{
  "formula": "C5H6O2",
  "method": "wB97M-V/def2-TZVPD",
  "symbols": ["C", "C", "O", "C", "C", "C", "O", "H", "H", "H", "H", "H", "H"],
  "coordinates": [[-1.633, -0.346, -0.239], [-0.232, -0.014, -0.490], [0.615, -1.136, -0.340], [1.849, -0.758, 0.051], [1.986, 0.643, 0.162], [0.620, 1.197, -0.275], [0.266, 0.745, -1.587], [-2.035, 0.035, 0.595], [-1.792, -1.445, -0.335], [-2.234, 0.058, -1.092], [2.475, -1.643, 0.277], [2.805, 1.120, 0.577], [0.330, 2.129, 0.084]],
  "lowdin_charge": [0.04, -0.46, 0.00, -0.08, 0.03, -0.16, 0.05, 0.04, 0.11, 0.12, 0.13, 0.06, 0.12],
  "homo_lumo_gap_ev": 9.8,
  "relative_energy_kj_mol": 235.3,
  "e_homo_ev": -8.77,
  "max_force_ev_per_a": 5.197,
  "smiles": "C[C@]12OC=C[C@H]1O2",
  "lumo_energy_ha": 0.039
}



2.
{
  "formula": "C5H6O2",
  "method": "wB97M-V/def2-TZVPD",
  "symbols": ["C", "C", "C", "C", "C", "H", "H", "H", "H", "H", "H", "O", "O"],
  "coordinates": [[1.361, -0.038, 0.012], [-0.034, -0.113, 0.906], [-0.655, -1.168, 0.122], [0.447, 0.476, -0.913], [-0.430, 1.259, 0.165], [-0.270, -0.551, 2.021], [-1.709, -1.169, 0.198], [-0.279, -2.202, 0.156], [0.889, 1.316, -1.683], [-1.504, 1.177, -0.381], [-0.066, 2.166, 0.517], [2.509, -0.404, 0.030], [-0.257, -0.749, -1.151]],
  "lowdin_charge": [-0.31, -0.17, -0.23, -0.30, 0.01, 0.18, 0.11, 0.15, 0.21, 0.17, 0.08, 0.14, -0.06],
  "homo_lumo_gap_ev": 10.2,
  "relative_energy_kj_mol": 431.4,
  "e_homo_ev": -9.30,
  "max_force_ev_per_a": 6.704,
  "lumo_energy_ha": 0.032
}



3.
{
  "formula": "C5H6O2",
  "method": "wB97M-V/def2-TZVPD",
  "symbols": ["O", "C", "C", "C", "C", "O", "C", "H", "H", "H", "H", "H", "H"],
  "coordinates": [[0.843, -2.275, 0.360], [0.301, -1.245, 0.034], [-1.195, -1.117, -0.123], [-0.504, 1.852, 0.798], [0.609, 1.263, 0.270], [1.244, 2.315, 0.566], [1.145, -0.009, -0.282], [-1.660, -2.091, 0.039], [-1.449, -0.745, -1.123], [-1.585, -0.398, 0.610], [-1.099, 2.505, 0.158], [2.169, -0.163, 0.067], [1.180, 0.108, -1.375]],
  "lowdin_charge": [0.10, -0.43, -0.01, 0.18, -0.48, 0.06, -0.03, 0.09, 0.10, 0.08, 0.06, 0.14, 0.15],
  "homo_lumo_gap_ev": 9.7,
  "relative_energy_kj_mol": 384.2,
  "e_homo_ev": -9.30,
  "max_force_ev_per_a": 0.476,
  "lumo_energy_ha": 0.015
}



4.
{
  "formula": "C5H6O2",
  "method": "wB97M-V/def2-TZVPD",
  "symbols": ["O", "C", "C", "C", "C", "O", "C", "H", "H", "H", "H", "H", "H"],
  "coordinates": [[0.579, -2.396, -0.434], [0.281, -1.239, -0.295], [-1.143, -0.666, -0.350], [-0.975, 0.730, 0.100], [0.353, 1.086, 0.630], [0.770, 2.274, 0.336], [1.220, -0.075, -0.056], [-1.799, -1.222, 0.337], [-1.595, -0.774, -1.346], [0.334, 0.758, 1.718], [-1.672, 1.525, -0.158], [2.097, -0.330, 0.539], [1.550, 0.329, -1.021]],
  "lowdin_charge": [0.11, -0.38, -0.09, 0.04, -0.54, 0.02, 0.00, 0.14, 0.13, 0.18, 0.12, 0.13, 0.14],
  "homo_lumo_gap_ev": [9.6, 6.7],
  "relative_energy_kj_mol": 377.1,
  "e_homo_ev": [-10.10, -8.64],
  "max_force_ev_per_a": 2.141,
  "lumo_energy_ha": [-0.019, -0.071]
}



5.
{
  "formula": "C5H6O2",
  "method": "wB97M-V/def2-TZVPD",
  "symbols": ["C", "C", "C", "O", "C", "C", "O", "H", "H", "H", "H", "H", "H"],
  "coordinates": [[2.580, 0.030, -0.731], [1.251, 0.094, -0.646], [0.516, -0.990, 0.108], [0.922, -1.561, 1.070], [-1.079, -1.228, -0.327], [-2.122, -0.787, 0.490], [-1.930, -0.213, -0.806], [3.068, 0.870, -1.334], [3.101, -0.688, -0.123], [0.768, 0.800, -1.313], [-1.342, -2.084, -0.865], [-3.043, -1.450, 0.559], [-2.187, -0.039, 1.350]],
  "lowdin_charge": [0.04, -0.09, -0.30, 0.11, -0.23, -0.14, -0.04, 0.09, 0.06, 0.10, 0.12, 0.13, 0.14],
  "homo_lumo_gap_ev": 9.9,
  "relative_energy_kj_mol": 303.6,
  "e_homo_ev": -9.75,
  "max_force_ev_per_a": 5.125,
  "smiles": "C=CC(=O)[C@H]1CO1",
  "lumo_energy_ha": 0.007
}



6.
{
  "formula": "C5H6O2",
  "method": "wB97M-V/def2-TZVPD",
  "symbols": ["C", "C", "C", "C", "O", "C", "O", "H", "H", "H", "H", "H", "H"],
  "coordinates": [[-0.116, 0.260, 2.711], [-0.160, 0.335, 1.508], [-0.214, 0.413, 0.041], [-1.255, -0.601, -0.659], [-1.104, -1.796, -0.666], [1.143, 0.095, -0.595], [0.936, 0.131, -1.990], [-0.054, 0.218, 3.778], [-0.487, 1.439, -0.250], [-2.134, -0.163, -1.192], [1.477, -0.897, -0.258], [1.904, 0.842, -0.323], [0.064, -0.277, -2.104]],
  "lowdin_charge": [0.13, -0.10, -0.26, -0.20, 0.09, -0.23, -0.06, 0.03, 0.15, 0.14, 0.13, 0.13, 0.06],
  "homo_lumo_gap_ev": 10.3,
  "relative_energy_kj_mol": 285.0,
  "e_homo_ev": -10.07,
  "max_force_ev_per_a": 1.038,
  "smiles": "C#C[C@H](C=O)CO",
  "lumo_energy_ha": 0.010
}



7.
{
  "formula": "C5H6O2",
  "method": "wB97M-V/def2-TZVPD",
  "symbols": ["C", "C", "C", "O", "H", "H", "H", "H", "C", "C", "O", "H", "H"],
  "coordinates": [[-0.580, -0.981, 1.191], [-0.988, -0.690, -0.028], [-1.624, 0.063, -1.070], [-0.858, -1.166, -1.287], [-0.845, -0.341, 2.022], [0.054, -1.843, 1.370], [-2.694, -0.038, -1.236], [-1.156, 0.961, -1.469], [1.967, 0.528, -0.310], [1.391, 1.168, 0.685], [0.913, 1.780, 1.557], [1.608, -0.441, -0.632], [2.812, 1.000, -0.793]],
  "lowdin_charge": [0.05, -0.39, -0.03, 0.02, 0.07, 0.08, 0.11, 0.11, 0.01, -0.29, 0.15, 0.06, 0.06],
  "homo_lumo_gap_ev": 10.1,
  "relative_energy_kj_mol": 315.8,
  "e_homo_ev": -9.23,
  "max_force_ev_per_a": 1.031,
  "smiles": "C=C1CO1.C=C=O",
  "lumo_energy_ha": 0.033
}



8.
{
  "formula": "C5H6O2",
  "method": "wB97M-V/def2-TZVPD",
  "symbols": ["O", "C", "C", "C", "C", "C", "O", "H", "H", "H", "H", "H", "H"],
  "coordinates": [[-3.519, 0.467, -0.449], [-2.465, -0.113, -0.393], [-1.655, -0.247, 0.890], [-0.216, -0.182, 0.651], [0.966, -0.211, 0.414], [2.385, -0.080, 0.063], [2.581, 0.934, -0.901], [-2.023, -0.610, -1.282], [-2.005, 0.504, 1.604], [-1.874, -1.237, 1.311], [2.971, 0.106, 0.976], [2.758, -1.011, -0.377], [2.043, 1.686, -0.625]],
  "lowdin_charge": [0.06, -0.26, -0.16, -0.03, 0.01, -0.28, -0.06, 0.13, 0.12, 0.13, 0.12, 0.12, 0.09],
  "homo_lumo_gap_ev": 10.7,
  "relative_energy_kj_mol": 230.3,
  "e_homo_ev": -9.96,
  "max_force_ev_per_a": 0.553,
  "smiles": "O=CCC#CCO",
  "lumo_energy_ha": 0.027
}



9.
{
  "formula": "C5H6O2",
  "method": "wB97M-V/def2-TZVPD",
  "symbols": ["C", "C", "O", "C", "O", "C", "C", "H", "H", "H", "H", "H", "H"],
  "coordinates": [[-1.683, 0.591, -0.177], [-0.334, 0.508, 0.522], [-0.180, -0.414, 1.418], [0.843, 0.376, -1.018], [0.648, 1.174, -1.875], [1.687, -0.676, -0.660], [1.766, -1.492, 0.313], [-2.374, 1.144, 0.471], [-2.091, -0.413, -0.336], [-1.613, 1.127, -1.127], [0.106, 1.490, 0.773], [0.819, -1.104, 1.097], [2.406, -2.313, 0.598]],
  "lowdin_charge": [-0.04, -0.36, -0.08, -0.29, 0.12, 0.03, 0.09, 0.09, 0.09, 0.07, 0.14, 0.06, 0.08],
  "homo_lumo_gap_ev": 9.1,
  "relative_energy_kj_mol": 409.1,
  "e_homo_ev": -9.52,
  "max_force_ev_per_a": 0.866,
  "lumo_energy_ha": -0.015
}



10.
{
  "formula": "C5H6O2",
  "method": "wB97M-V/def2-TZVPD",
  "symbols": ["O", "C", "C", "C", "O", "C", "C", "H", "H", "H", "H", "H", "H"],
  "coordinates": [[-1.061, 2.385, -0.494], [-0.532, 1.323, -0.242], [-0.736, 0.480, 0.936], [-0.090, -0.684, 0.747], [-0.276, -1.824, 1.424], [0.909, -0.646, -0.377], [0.401, 0.553, -1.193], [-1.366, 0.739, 1.780], [-1.095, -1.702, 1.925], [1.905, -0.452, 0.043], [0.962, -1.591, -0.926], [1.178, 1.214, -1.581], [-0.200, 0.206, -2.042]],
  "lowdin_charge": [0.06, -0.42, 0.04, -0.33, 0.10, -0.10, -0.09, 0.12, 0.12, 0.13, 0.12, 0.12, 0.13],
  "homo_lumo_gap_ev": 10.0,
  "relative_energy_kj_mol": 23.4,
  "e_homo_ev": -9.37,
  "max_force_ev_per_a": 0.407,
  "smiles": "O=C1C=C(O)CC1",
  "lumo_energy_ha": 0.021
}



11.
{
  "formula": "C5H6O2",
  "method": "wB97M-V/def2-TZVPD",
  "symbols": ["O", "C", "C", "C", "C", "C", "O", "H", "H", "H", "H", "H", "H"],
  "coordinates": [[-2.061, 0.658, -1.468], [-1.441, -0.409, -0.854], [-0.232, -0.051, -0.108], [1.039, -0.452, -0.319], [1.834, -0.088, 0.740], [1.086, 0.523, 1.635], [-0.249, 0.504, 1.092], [-2.218, 1.385, -0.922], [-2.180, -0.917, -0.142], [-1.173, -1.182, -1.612], [1.441, -0.869, -1.256], [2.894, -0.070, 0.697], [1.259, 0.967, 2.517]],
  "lowdin_charge": [-0.01, -0.21, -0.31, -0.06, -0.10, -0.02, 0.04, 0.06, 0.15, 0.14, 0.13, 0.11, 0.08],
  "homo_lumo_gap_ev": 9.8,
  "relative_energy_kj_mol": 157.2,
  "e_homo_ev": -8.85,
  "max_force_ev_per_a": 4.886,
  "smiles": "OCc1ccco1",
  "lumo_energy_ha": 0.033
}



12.
{
  "formula": "C5H6O2",
  "method": "wB97M-V/def2-TZVPD",
  "symbols": ["C", "C", "C", "O", "H", "H", "C", "C", "O", "H", "H", "H", "H"],
  "coordinates": [[-2.402, -1.680, -0.093], [-2.162, -0.401, 0.086], [-2.127, 0.856, 0.024], [-2.144, 2.031, 0.094], [-1.717, -2.324, -0.562], [-3.325, -2.045, 0.201], [0.810, 1.534, -0.338], [1.116, 0.265, 0.052], [1.438, 0.008, 1.374], [0.550, 2.026, -1.184], [0.831, 2.128, 0.572], [1.335, -0.610, -0.610], [1.226, 0.801, 1.968]],
  "lowdin_charge": [0.07, -0.06, -0.25, 0.13, 0.05, 0.04, 0.00, -0.26, -0.06, 0.02, 0.06, 0.12, 0.13],
  "homo_lumo_gap_ev": 8.0,
  "relative_energy_kj_mol": 401.8,
  "e_homo_ev": -8.66,
  "max_force_ev_per_a": 5.386,
  "smiles": "C=C=C=O.C=CO",
  "lumo_energy_ha": -0.025
}